Entry 1:
# C19H39BO11

A cluster of 4 separate species, C19H39BO11 in total at a distorted geometry (ωB97M-V/def2-TZVPD, the OMol25 dataset).

Structure (ORCA input):
```
! RIJCOSX wB97M-V def2-TZVPD def2/J DEFGRID3
* xyz 0 1
C 2.09637 4.01707 2.62677
C 1.47889 2.54256 2.68027
C 1.79028 1.74408 1.29447
C 0.53956 1.74634 0.30017
C 0.33635 0.41088 -0.56165
C 1.68725 -0.35895 -0.94710
O 2.27191 0.32920 -2.08042
C 3.55806 0.79330 -1.87393
O 4.12949 1.03898 -0.81096
O 4.31185 1.08507 -3.06974
B 3.76260 2.26488 -3.69521
O 2.64136 3.00470 -3.20120
O 4.39273 2.72024 -4.91910
H 1.69498 4.54898 1.69571
H 3.22796 3.91858 2.46026
H 1.85195 4.60196 3.57248
H 0.36683 2.50084 2.90287
H 2.03304 1.97378 3.50464
H 2.14836 0.71671 1.61086
H 2.60692 2.37093 0.78706
H 0.58332 2.68892 -0.35147
H -0.41303 1.87115 0.92964
H -0.15033 0.70331 -1.56160
H -0.37512 -0.28908 -0.01188
H 2.37619 -0.57246 -0.07751
H 1.34749 -1.38915 -1.33541
H 2.06069 3.14985 -3.98335
H 3.94646 2.22304 -5.64150
C -3.56298 1.79922 5.91516
C -4.10395 1.48378 4.53521
O -3.05778 1.49858 3.55648
C -2.26646 0.44675 3.27686
C -2.25701 -0.72720 4.21447
O -1.52177 0.48025 2.32216
H -2.84152 1.04911 6.24480
H -4.37328 1.84373 6.64599
H -3.04098 2.75899 5.90895
H -4.65723 0.54245 4.50632
H -4.80851 2.26439 4.23961
H -1.45731 -0.59563 4.94572
H -2.06666 -1.63129 3.63327
H -3.20268 -0.88782 4.72854
C -6.05805 0.68902 -1.94490
C -5.67664 -0.77002 -1.79436
O -4.26053 -0.94588 -1.90788
C -3.39546 -0.81253 -0.88422
C -3.86273 -0.16849 0.38775
O -2.24136 -1.14228 -1.02004
H -5.62139 1.30187 -1.15387
H -7.14330 0.80895 -1.91558
H -5.68547 1.08379 -2.89310
H -6.05529 -1.20940 -0.86886
H -6.12104 -1.34263 -2.61153
H -3.64474 0.90049 0.34926
H -3.31765 -0.61448 1.21832
H -4.92008 -0.32152 0.59816
C 4.29640 -2.46579 -3.10683
C 4.24132 -3.40789 -1.92119
O 3.03410 -4.17934 -1.93146
C 2.87684 -5.33118 -2.60953
C 3.89528 -5.71103 -3.64755
O 1.89294 -6.00778 -2.43167
H 4.30409 -3.01058 -4.05313
H 5.19063 -1.84017 -3.06103
H 3.41502 -1.81994 -3.12116
H 5.12038 -4.05296 -1.85659
H 4.22075 -2.82215 -0.99918
H 3.56795 -5.34406 -4.62205
H 3.96573 -6.79952 -3.67937
H 4.89805 -5.34553 -3.43513
*
```

Properties
- E_LUMO: 0.327 eV
- M: 454.32 g/mol
- Orbital gap: 10.15 eV
- SMILES: CCCCCCOC(=O)OB(O)O.CCOC(C)=O.CCOC(C)=O.CCOC(C)=O
- Total energy: -43536.24179 eV

---

Entry 2:
# C6H11BrN

The ion C6H11BrN with charge +1 at a distorted geometry (ωB97M-V/def2-TZVPD, the OMol25 dataset).

Structure (ORCA input):
```
! RIJCOSX wB97M-V def2-TZVPD def2/J DEFGRID3
* xyz 1 1
C -1.29150 -0.90780 -1.38332
C -1.81439 0.32440 -1.34714
C -0.81379 1.30489 -1.21515
C 0.25018 0.82754 -0.55775
Br 1.86463 1.89243 -0.64152
N 0.30142 -0.14948 0.49733
C 1.40424 -1.07068 0.52952
C 0.30823 0.57033 1.81314
H -1.93696 -1.86542 -1.16987
H -0.35358 -1.04680 -1.98633
H -2.93262 0.55111 -1.08679
H -0.91010 2.23397 -1.65381
H -0.64167 -0.71424 0.23586
H 2.46875 -0.71321 0.51947
H 1.39954 -1.79583 1.39619
H 1.38084 -1.58259 -0.53514
H 0.31497 -0.17148 2.59339
H 1.32749 0.92834 2.07095
H -0.32569 1.38452 1.92098
*
```

Properties
- E_LUMO: -4.399 eV
- M: 177.07 g/mol
- Orbital gap: 9.27 eV
- SMILES: C=C/C=C(/Br)[NH+](C)C
- Relative energy (zero: lowest compared OMol25 entry of this formula, charge and spin): 364.2 kJ/mol
- Total energy: -77922.39248 eV

---

Entry 3:
# C5H8O

A structure of composition C5H8O (ωB97M-V/def2-TZVPD, the OMol25 dataset).

Structure (ORCA input):
```
! RIJCOSX wB97M-V def2-TZVPD def2/J DEFGRID3
* xyz 0 1
C 1.14449 0.28736 -0.36328
C 0.23834 1.03166 0.52399
C -1.14553 0.40801 0.34870
C -0.73375 -1.01890 -0.06979
C 0.65041 -1.04479 0.12234
O 1.03700 0.21457 1.38340
H 0.30218 0.14631 -1.79504
H 2.16005 0.58873 -0.59018
H 0.35529 2.09938 0.70110
H -1.69840 0.41080 1.29475
H -1.73227 0.95030 -0.40250
H -1.36866 -1.86349 0.17664
H -0.33186 -0.50064 -1.51238
H 1.29479 -1.91034 0.22964
*
```

Properties
- E_LUMO: 0.725 eV
- M: 84.12 g/mol
- Orbital gap: 8.56 eV
- Relative energy (zero: lowest compared OMol25 entry of this formula, charge and spin): 660.1 kJ/mol
- Total energy: -7355.41371 eV

---

Entry 4:
# C12H26Br10N2O4

A cluster of 7 separate species, C12H26Br10N2O4 in total at a distorted geometry (ωB97M-V/def2-TZVPD, the OMol25 dataset).

Structure (ORCA input):
```
! RIJCOSX wB97M-V def2-TZVPD def2/J DEFGRID3
* xyz 0 1
C 0.30914 2.23181 -0.12964
N 0.57903 1.05981 -0.91350
O -0.35716 0.72487 -1.68733
O 1.57590 0.38194 -0.68467
H -0.43317 2.78214 -0.70776
H 1.16095 2.90133 -0.01028
H -0.09554 2.00341 0.85634
C 6.41935 1.93353 1.45110
N 6.05938 3.35778 1.70080
O 5.68568 3.64859 2.85253
O 6.15995 4.14905 0.78737
H 5.53737 1.33595 1.68156
H 7.16349 1.62237 2.18426
H 6.72025 1.80181 0.41177
Br -7.12721 0.41673 0.33601
C -6.87422 0.91633 2.21075
C -7.98993 1.84147 2.75755
Br -7.82624 2.05917 4.69434
H -5.90366 1.40444 2.29958
H -6.74185 0.00947 2.80083
H -8.95782 1.35449 2.63868
H -7.94634 2.82675 2.29342
Br 3.63325 -7.22179 -1.10970
C 3.94308 -6.64704 0.74520
C 5.11783 -5.67310 0.89712
Br 5.35279 -5.00441 2.76656
H 4.08319 -7.58479 1.28286
H 2.98563 -6.23199 1.06006
H 4.92205 -4.74670 0.35717
H 6.03412 -6.19747 0.62594
Br -7.24137 5.48953 -7.49048
C -7.86359 6.14556 -5.74693
C -7.28208 5.30538 -4.56295
Br -5.24872 5.44645 -4.60088
H -8.95029 6.21843 -5.70369
H -7.50321 7.16551 -5.61299
H -7.63857 4.27675 -4.61706
H -7.65767 5.73154 -3.63268
Br -0.81254 -2.40288 4.70647
C -0.55968 -2.71382 6.65968
C 0.78201 -3.23602 7.06442
Br 1.12559 -3.22347 8.99607
H -1.35394 -3.39096 6.97390
H -0.80291 -1.81531 7.22681
H 1.49352 -2.58323 6.55872
H 0.98375 -4.21818 6.63693
Br 2.38096 -1.54773 -6.95488
C 3.85197 -2.28109 -5.87733
C 4.94990 -1.22025 -5.89740
Br 6.47680 -1.80397 -4.81014
H 4.33329 -3.08612 -6.43263
H 3.41736 -2.44360 -4.89102
H 4.67393 -0.23771 -5.51455
H 5.25638 -1.03099 -6.92616
*
```

Properties
- E_LUMO: -0.279 eV
- M: 1061.39 g/mol
- Orbital gap: 9.81 eV
- SMILES: C[N+](=O)[O-].C[N+](=O)[O-].BrCCBr.BrCCBr.BrCCBr.BrCCBr.BrCCBr
- Relative energy (zero: lowest compared OMol25 entry of this formula, charge and spin): 156.2 kJ/mol
- Total energy: -724454.34457 eV

---

Entry 5:
# C3H2N2OS

The molecule C3H2N2OS at a distorted geometry (ωB97M-V/def2-TZVPD, the OMol25 dataset).

Structure (ORCA input):
```
! RIJCOSX wB97M-V def2-TZVPD def2/J DEFGRID3
* xyz 0 1
S -2.23256 -0.87673 -0.45908
C -0.64581 -1.26488 -0.22703
C 0.42459 -0.17976 0.01834
N 1.73156 -0.33412 0.02837
N 2.26081 0.83447 0.40199
C 1.25219 1.68243 0.47818
O 0.06284 1.08652 0.26695
H -0.29068 -2.29910 -0.09474
H 1.37657 2.70553 0.67490
*
```

Properties
- E_LUMO: -1.464 eV
- M: 114.13 g/mol
- Orbital gap: 8.05 eV
- SMILES: S=Cc1nnco1
- Relative energy (zero: lowest compared OMol25 entry of this formula, charge and spin): 128.1 kJ/mol
- Total energy: -19004.22494 eV

---

Entry 6:
# C4H6O2

The molecule C4H6O2 (ωB97M-V/def2-TZVPD, the OMol25 dataset).

Structure (ORCA input):
```
! RIJCOSX wB97M-V def2-TZVPD def2/J DEFGRID3
* xyz 0 1
C 1.51682 -0.24347 0.85920
C 0.12932 0.28804 0.67266
C -0.67928 -0.06591 -1.37606
C -1.71954 0.16252 -0.47382
O -2.72570 0.74195 -0.28525
O -0.89639 -0.43058 0.93657
H 1.54335 -1.32343 0.70112
H 1.84205 -0.03560 1.88751
H 2.21016 0.26003 0.18118
H 0.02393 1.37460 0.65492
H -0.83966 0.27410 -2.40090
H -0.12711 -0.98777 -1.26779
*
```

Properties
- E_LUMO: 0.468 eV
- M: 86.09 g/mol
- Orbital gap: 9.55 eV
- Relative energy (zero: lowest compared OMol25 entry of this formula, charge and spin): 281.9 kJ/mol
- Total energy: -8337.53995 eV